Run P
A cluster of 2 separate species, C3H8N in total. Source: the Open Molecules 2025 dataset; level of theory: ωB97M-V/def2-TZVPD.

Last column: Löwdin charge in e.
Atoms and positions in Å:
C1 -0.919 0.825 -0.060  -0.045
C2 0.099 0.000 0.630  -0.254
C3 1.452 -0.076 -0.068  -0.005
N1 -0.974 -0.693 -0.210  0.111
H1 -1.742 1.272 0.473  0.104
H2 -0.684 1.515 -1.314  0.273
H3 0.036 -0.031 1.797  0.202
H4 1.838 -1.010 0.183  0.077
H5 2.044 0.725 0.295  0.103
H6 1.184 -0.254 -1.036  0.051
H7 -1.692 -1.164 0.408  0.203
H8 -0.642 -1.109 -1.098  0.181

Values from the calculation:
2S+1   1
Net charge   +1

Run Q
A cluster of 2 separate species, C3H8N in total. Source: the Open Molecules 2025 dataset; level of theory: ωB97M-V/def2-TZVPD.

Last column: Löwdin charge in e.
Atoms and positions in Å:
C1 -1.317 -0.266 -0.425  -0.053
C2 -0.640 -0.908 0.795  -0.042
C3 1.594 0.416 -0.283  0.296
N1 -0.304 0.392 0.299  -0.059
H1 -0.922 -0.611 -1.327  0.100
H2 -2.296 0.191 -0.552  0.143
H3 -1.177 -0.913 1.743  0.131
H4 0.130 -1.687 0.607  0.139
H5 1.395 -0.404 -0.866  0.037
H6 1.562 1.382 -0.889  0.125
H7 1.905 0.294 0.661  0.037
H8 -0.529 1.225 0.770  0.148

Values from the calculation:
2S+1   1
Net charge   +1

Run R
The ion C3H8N with charge +1. Source: the Open Molecules 2025 dataset; level of theory: ωB97M-V/def2-TZVPD.

Last column: Löwdin charge in e.
Atoms and positions in Å:
C1 0.072 -1.481 -1.196  -0.052
C2 0.477 -0.246 -0.453  -0.123
C3 -0.275 0.832 -0.113  -0.031
N1 -0.274 1.131 1.428  0.187
H1 0.754 -2.221 -0.776  0.094
H2 -0.984 -1.719 -1.151  0.089
H3 0.353 -1.450 -2.258  0.099
H4 1.542 -0.141 -0.229  0.131
H5 -0.808 1.675 -0.532  0.122
H6 -0.448 0.276 1.946  0.158
H7 0.619 1.579 1.648  0.165
H8 -1.028 1.765 1.688  0.161

Values from the calculation:
Structure (SMILES)   C/C=C/[NH3+]
2S+1   1
Net charge   +1

Which structure is the least stable? The one labeled run Q.